# 1
Computed, not measured: C21H43GaNO13S4 as an isolated structure, with ωB97M-V/def2-TZVPD.

Cartesian coordinates (Å):
C1 5.924 4.168 -1.920
C2 4.365 4.499 -2.254
C3 3.817 5.956 -2.187
C4 2.283 6.181 -2.496
C5 1.367 4.951 -2.880
C6 -0.213 5.164 -3.185
Ga1 -1.293 3.444 -2.665
N1 -3.177 3.880 -2.391
C7 -3.202 4.573 -1.292
O1 -3.210 4.843 -0.057
C8 1.966 3.516 -2.971
C9 3.477 3.276 -2.637
H1 6.054 3.025 -1.950
H2 6.581 4.656 -2.726
H3 6.140 4.572 -0.873
H4 4.530 6.817 -1.928
H5 1.869 7.257 -2.450
H6 -0.655 6.032 -2.573
H7 -0.359 5.331 -4.307
H8 -0.741 2.847 -1.259
H9 -1.014 2.314 -3.762
H10 1.368 2.578 -3.274
H11 3.893 2.203 -2.690
O2 -8.538 4.871 -4.212
S1 -7.197 4.569 -4.649
O3 -6.454 5.469 -5.492
O4 -7.185 3.096 -5.323
C10 -8.112 2.818 -6.367
C11 -7.652 3.400 -7.691
C12 -6.211 4.173 -3.234
H12 -9.112 3.175 -6.104
H13 -8.171 1.730 -6.456
H14 -7.677 4.492 -7.668
H15 -8.297 3.063 -8.506
H16 -6.622 3.105 -7.906
H17 -6.742 3.441 -2.628
H18 -6.056 5.090 -2.664
H19 -5.252 3.778 -3.570
O5 0.381 -1.822 -0.440
S2 -0.953 -1.382 -0.759
O6 -1.236 -0.027 -1.142
O7 -1.948 -1.801 0.448
C13 -1.611 -1.404 1.776
C14 -1.960 0.052 2.025
C15 -1.630 -2.467 -1.985
H20 -0.555 -1.598 1.986
H21 -2.195 -2.033 2.453
H22 -1.322 0.715 1.436
H23 -1.828 0.304 3.080
H24 -2.994 0.257 1.736
H25 -1.477 -3.498 -1.667
H26 -1.105 -2.282 -2.923
H27 -2.691 -2.248 -2.103
O8 1.024 -1.219 4.438
S3 1.921 -1.291 5.562
O9 2.522 -0.114 6.132
O10 3.084 -2.367 5.238
C16 3.831 -2.220 4.030
C17 4.894 -1.146 4.162
C18 1.133 -2.205 6.858
H28 3.168 -2.019 3.184
H29 4.315 -3.181 3.839
H30 4.441 -0.156 4.254
H31 5.545 -1.139 3.285
H32 5.500 -1.308 5.056
H33 0.733 -3.130 6.444
H34 0.325 -1.592 7.258
H35 1.865 -2.412 7.639
O11 1.987 -6.456 5.030
S4 3.319 -6.756 4.573
O12 4.056 -5.856 3.725
O13 3.326 -8.228 3.902
C19 2.385 -8.509 2.867
C20 2.830 -7.927 1.538
C21 4.322 -7.151 5.978
H36 1.388 -8.153 3.140
H37 2.327 -9.597 2.780
H38 2.803 -6.835 1.559
H39 2.176 -8.266 0.731
H40 3.858 -8.221 1.311
H41 3.798 -7.884 6.591
H42 4.482 -6.234 6.545
H43 5.276 -7.546 5.630

Summary:
**Charge**: -1
**Kohn-Sham gap**: 6.14 eV

---

# 2
Computed, not measured: C21H43N2OP3PmS as an isolated structure, with ωB97M-V/def2-TZVPD.

Cartesian coordinates (Å):
Pm1 -0.093 -0.104 -0.722
P1 0.624 -2.650 -1.712
P2 2.557 -0.192 0.336
P3 -2.878 0.465 -0.982
H1 1.648 2.653 -1.119
C1 0.559 2.717 -0.983
C2 -0.014 3.048 0.210
H2 0.577 3.160 1.123
C3 1.628 -2.370 -3.227
C4 1.543 -4.039 -0.956
C5 -0.888 -3.508 -2.307
C6 3.064 1.280 1.303
C7 3.165 -1.505 1.458
C8 3.918 -0.224 -0.893
C9 -3.674 2.089 -0.686
C10 -4.170 -0.788 -0.630
C11 -3.060 0.436 -2.809
H3 -0.014 2.656 -1.929
H4 -1.062 3.332 0.309
H5 1.337 -3.113 -3.976
H6 2.695 -2.472 -2.994
H7 1.449 -1.362 -3.623
H8 1.429 -4.925 -1.601
H9 1.138 -4.260 0.042
H10 2.610 -3.788 -0.859
H11 -0.590 -4.465 -2.759
H12 -1.429 -2.894 -3.044
H13 -1.555 -3.690 -1.451
H14 4.155 1.385 1.246
H15 2.766 1.160 2.350
H16 2.587 2.176 0.891
H17 4.247 -1.637 1.310
H18 2.654 -2.454 1.249
H19 2.987 -1.220 2.501
H20 4.878 -0.296 -0.366
H21 3.901 0.690 -1.496
H22 3.802 -1.090 -1.553
H23 -4.341 2.351 -1.516
H24 -2.900 2.863 -0.616
H25 -4.249 2.089 0.246
H26 -5.102 -0.547 -1.163
H27 -4.371 -0.863 0.444
H28 -3.817 -1.771 -0.974
H29 -4.046 0.844 -3.062
H30 -2.985 -0.586 -3.197
H31 -2.282 1.048 -3.282
C12 -0.648 1.211 -5.518
C13 0.094 0.530 -6.505
C14 0.055 0.997 -7.819
C15 -0.821 2.028 -8.183
C16 -1.648 2.610 -7.220
C17 -1.567 2.202 -5.880
O1 -0.384 0.971 -4.155
H32 -0.465 0.006 -3.993
H33 0.740 -0.295 -6.221
H34 0.728 0.563 -8.560
H35 -0.859 2.380 -9.212
H36 -2.336 3.403 -7.508
H37 -2.193 2.672 -5.125
C18 0.549 -2.355 3.949
N1 0.252 -0.960 3.638
C19 0.661 0.153 4.357
C20 0.208 1.251 3.703
N2 -0.461 0.794 2.578
C21 -0.397 -0.573 2.520
S1 -0.953 -1.669 1.309
H38 -0.345 -2.956 3.783
H39 1.339 -2.741 3.301
H40 0.866 -2.416 4.989
H41 1.241 0.048 5.260
H42 0.305 2.295 3.931
H43 -0.896 1.404 1.872

Summary:
**Charge**: +3
**<S²>**: 6.009
**Kohn-Sham gap (spin up / spin down)**: 5.50 / 5.75 eV
**2S+1**: 5

---

# 3
Computed, not measured: C21H43N2P3SSeW as an isolated structure, with ωB97M-V/def2-TZVPD.

Cartesian coordinates (Å):
W1 -0.048 -0.103 -0.239
P1 -0.052 -0.598 -2.630
P2 -2.525 0.060 -0.112
P3 2.279 -0.839 0.067
H1 -1.415 -2.020 1.291
C1 -0.399 -1.617 1.240
C2 -0.150 -0.278 1.866
H2 -0.997 0.225 2.329
C3 -0.386 -2.305 -3.154
C4 -1.260 0.379 -3.599
C5 1.507 -0.175 -3.489
C6 -3.357 0.113 1.534
C7 -3.279 1.552 -0.851
C8 -3.418 -1.342 -0.870
C9 2.982 -1.110 1.751
C10 3.533 0.320 -0.564
C11 2.640 -2.463 -0.685
H3 0.379 -2.381 1.333
H4 0.799 -0.129 2.378
H5 -0.339 -2.360 -4.253
H6 -1.384 -2.631 -2.832
H7 0.356 -3.000 -2.738
H8 -1.116 0.133 -4.662
H9 -1.079 1.453 -3.468
H10 -2.296 0.149 -3.323
H11 1.343 -0.311 -4.570
H12 2.343 -0.816 -3.180
H13 1.771 0.876 -3.314
H14 -4.441 0.123 1.361
H15 -3.094 1.018 2.092
H16 -3.116 -0.763 2.143
H17 -4.349 1.344 -1.010
H18 -2.823 1.819 -1.807
H19 -3.174 2.407 -0.170
H20 -4.477 -1.242 -0.592
H21 -3.056 -2.303 -0.484
H22 -3.337 -1.342 -1.964
H23 4.000 -1.497 1.626
H24 2.405 -1.840 2.326
H25 3.036 -0.171 2.309
H26 4.511 -0.184 -0.502
H27 3.561 1.232 0.052
H28 3.352 0.612 -1.603
H29 3.638 -2.768 -0.340
H30 2.643 -2.427 -1.780
H31 1.921 -3.225 -0.358
C12 -1.135 -6.287 0.399
C13 -1.312 -5.591 1.612
C14 -1.467 -6.297 2.805
C15 -1.483 -7.696 2.806
C16 -1.349 -8.394 1.597
C17 -1.180 -7.697 0.400
Se1 -0.809 -5.382 -1.254
H32 -0.898 -4.005 -0.644
H33 -1.314 -4.501 1.603
H34 -1.578 -5.750 3.740
H35 -1.600 -8.244 3.742
H36 -1.374 -9.485 1.585
H37 -1.071 -8.239 -0.548
C18 -1.290 3.905 1.763
N1 0.161 3.799 1.906
C19 0.930 4.462 2.856
C20 2.226 4.155 2.621
N2 2.235 3.307 1.520
C21 0.964 3.080 1.105
S1 0.382 2.144 -0.268
H38 -1.559 4.192 0.736
H39 -1.787 2.958 2.030
H40 -1.627 4.682 2.454
H41 0.464 5.093 3.588
H42 3.112 4.460 3.147
H43 3.052 2.930 1.053

Summary:
**Charge**: +4
**<S²>**: 2.042
**Kohn-Sham gap (spin up / spin down)**: 6.28 / 6.23 eV
**2S+1**: 3

---

Strongest force on any atom for every record listed, in sequence, given in eV/A: 7.0, 2.2, 2.8.